Below is C19H24O7 in the gas phase in a non-equilibrium geometry, with properties calculated with ωB97M-V/def2-TZVPD.

Bonds (Å) are listed after each position.
CARTESIAN COORDINATES (ANGSTROEM)
1 C -3.32638 1.57140 1.98093  C2 1.562, H27 1.122, H28 1.118, H29 1.075
2 C -2.12887 1.40753 0.99079  C1 1.562, C3 1.346, C10 1.451
3 C -2.03090 0.20994 0.38525  C2 1.346, C4 1.504, H30 1.071
4 C -2.85525 -1.02400 0.62804  C3 1.504, C5 1.394, H31 1.078
5 C -2.84138 -2.10198 -0.25626  C4 1.394, O6 1.389, C7 1.525
6 O -2.10077 -2.07048 -1.43124  C5 1.389, H32 1.002
7 C -3.49218 -3.41884 0.15475  C5 1.525, O8 1.242, O9 1.316
8 O -3.53905 -4.37551 -0.63607  C7 1.242
9 O -4.19644 -3.35365 1.26510  C7 1.316, H33 0.980
10 C -1.31888 2.46585 0.41581  C2 1.451, O11 1.259, C12 1.470
11 O -1.13008 3.46642 1.15658  C10 1.259
12 C -0.77665 2.62556 -0.94135  C10 1.470, C13 1.516, H34 1.089, H35 1.050
13 C 0.73209 2.58276 -1.07815  C12 1.516, O14 1.418, C15 1.542, H36 1.024
14 O 0.95450 3.17658 -2.34666  C13 1.418, H37 0.968
15 C 1.34863 1.17008 -1.02914  C13 1.542, C16 1.535, C26 1.650, H38 1.166
16 C 1.01873 0.32275 -2.26636  C15 1.535, O17 1.215, C18 1.502
17 O 1.00144 0.84449 -3.36305  C16 1.215
18 C 1.25804 -1.15807 -2.33686  C16 1.502, C19 1.611, H39 1.059, H40 1.140
19 C 1.57568 -1.77401 -0.88307  C18 1.611, C20 1.541, H41 1.111, H42 1.109
20 C 2.18214 -0.79556 0.14124  C19 1.541, C21 1.528, C22 1.488, C26 1.437
21 C 3.59381 -0.46360 -0.34018  C20 1.528, H43 1.149, H44 1.101, H45 1.101
22 C 2.44605 -1.19086 1.55082  C20 1.488, O23 1.193, C24 1.522
23 O 3.08878 -2.14943 1.85183  C22 1.193
24 C 1.93914 -0.19369 2.58242  C22 1.522, C25 1.460, H46 1.065, H47 1.094
25 C 1.76572 0.99635 1.75490  C24 1.460, C26 1.577, H48 1.122, H49 1.122
26 C 1.32794 0.33249 0.39258  C15 1.650, C20 1.437, C25 1.577, H50 1.078
27 H -3.69880 2.60829 1.77084  C1 1.122
28 H -2.82890 1.39298 2.96596  C1 1.118
29 H -4.04962 0.78263 1.88118  C1 1.075
30 H -1.34266 0.14638 -0.43299  C3 1.071
31 H -3.35209 -1.25259 1.55664  C4 1.078
32 H -2.06070 -2.99615 -1.81251  O6 1.002
33 H -4.71240 -4.17489 1.40889  O9 0.980
34 H -1.11067 3.60188 -1.28826  C12 1.089
35 H -1.15575 1.91362 -1.61382  C12 1.050
36 H 1.16881 3.26373 -0.44982  C13 1.024
37 H 0.85300 2.53036 -3.06084  O14 0.968
38 H 2.44724 1.50566 -1.22894  C15 1.166
39 H 0.29578 -1.56092 -2.51833  C18 1.059
40 H 2.12808 -1.45647 -3.01094  C18 1.140
41 H 0.68776 -2.33910 -0.52866  C19 1.111
42 H 2.38268 -2.51324 -1.06329  C19 1.109
43 H 3.90632 0.53058 0.14362  C21 1.149
44 H 3.68334 -0.18113 -1.40014  C21 1.101
45 H 4.25176 -1.33624 -0.21095  C21 1.101
46 H 2.73251 -0.10803 3.28748  C24 1.065
47 H 0.99418 -0.51265 3.03123  C24 1.094
48 H 2.77769 1.46440 1.62920  C25 1.122
49 H 1.06921 1.83407 2.02427  C25 1.122
50 H 0.43737 -0.24571 0.57752  C26 1.078

The value obtained for the LUMO energy is -0.976 eV. As for the maximum force: 0.1026 hartree/bohr. Its HOMO-LUMO gap is 8.1 eV. Its SMILES is C/C(=C\C=C(/O)C(=O)O)C(=O)C[C@H](O)[C@@H]1C(=O)CC[C@]2(C)C(=O)CC[C@@H]12. The spin multiplicity is 1.

Calculated atomic charges, method natural (NBO), unit e: C -0.64; C -0.07; C -0.12; C -0.29; C 0.22; O -0.69; C 0.73; O -0.61; O -0.66; C 0.52; O -0.56; C -0.51; C 0.13; O -0.74; C -0.37; C 0.61; O -0.56; C -0.52; C -0.37; C -0.21; C -0.62; C 0.65; O -0.53; C -0.53; C -0.40; C -0.20; H 0.24; H 0.23; H 0.22; H 0.19; H 0.24; H 0.51; H 0.52; H 0.27; H 0.20; H 0.20; H 0.49; H 0.28; H 0.25; H 0.26; H 0.21; H 0.22; H 0.21; H 0.21; H 0.24; H 0.24; H 0.24; H 0.20; H 0.24; H 0.22